# C6H12N2O2

C6H12N2O2 as an isolated structure (ωB97M-V/def2-TZVPD, OMol25).

Results
Energy relative to the best compared isomer or geometry (same formula, charge and spin) = 92.2 kcal per mole
LUMO = 0.6 eV
Molar mass = 144.174 g/mol
Frontier orbital gap = 10.16 eV

Each line ends with the natural charge from an NBO analysis.
Cartesian coordinates (Å):
1 O 1.367 -1.531 -2.175  -0.72
2 C 1.610 -0.646 -1.102  -0.05
3 C 0.332 -0.495 -0.277  -0.25
4 C 0.603 0.430 0.910  -0.48
5 C -0.362 0.329 2.063  0.63
6 N -0.795 -0.813 2.580  -0.84
7 C -0.831 -0.080 -1.170  -0.08
8 C -1.862 0.915 -0.794  -0.26
9 N -0.859 1.235 -1.811  -0.58
10 H 2.128 -1.538 -2.760  0.48
11 H 2.414 -1.033 -0.454  0.16
12 H 1.929 0.344 -1.476  0.16
13 H 0.101 -1.505 0.101  0.21
14 H 1.605 0.211 1.313  0.26
15 H 0.607 1.490 0.613  0.23
16 H -1.149 -0.879 -1.843  0.22
17 H -2.882 0.790 -1.162  0.20
18 H -1.791 1.437 0.162  0.19
19 H -0.144 1.849 -1.422  0.34
20 O -0.205 1.104 3.081  -0.68
21 H -1.067 -1.497 1.883  0.38
22 H -0.748 -0.117 3.740  0.49